The following is a quantum chemistry calculation of a structure of composition C30H35F6FeGeN2O4PSb at a distorted geometry, from OMol25.

Cartesian coordinates (Å):
C1 5.0795 -1.7753 1.9421
C2 -0.7323 1.6617 2.0104
H1 -2.6969 -1.4805 -0.3987
H2 -0.1331 0.6227 -1.6668
C3 -0.1524 -2.7876 -0.6813
C4 0.1652 -3.0191 0.8090
H3 -2.7235 4.7810 -2.7177
C5 0.4355 -2.6783 3.9167
C6 -2.9347 0.6674 2.7328
C7 4.5592 -2.7572 -0.1930
N1 0.3520 1.4010 1.2484
H4 5.8082 -1.4903 2.6893
C8 0.7854 -1.5186 3.2297
H5 -3.7276 1.2450 -1.4325
H6 -1.7834 3.0756 -5.0610
H7 0.2870 -3.6114 3.3885
F1 3.6610 -0.7735 -2.6293
Sb1 3.3006 1.0104 -2.1813
C9 5.4897 -2.3970 0.7726
C10 -3.9166 -0.9806 1.3096
C11 -0.3994 1.6662 -1.4653
H8 -5.8719 0.5600 3.0478
H9 0.3418 5.6529 3.2770
H10 2.3812 3.8585 2.2768
H11 -4.1448 1.5799 -3.1227
N2 -1.8090 -0.0321 0.7527
C12 0.3442 4.7521 3.9036
C13 1.4374 2.1807 1.3692
H12 -0.8273 5.4562 5.2990
P1 1.0460 -1.5423 1.4371
H13 4.8827 -3.2213 -1.1145
O1 -0.8014 4.6889 4.7204
C14 -2.8047 -0.8785 0.4963
C15 0.9903 -0.3329 3.9394
C16 3.7365 -1.5137 2.1560
O2 -4.8699 0.0537 4.7121
O3 -0.4130 -3.6967 -1.4161
H14 1.0000 0.6160 5.8583
C17 -3.9872 -0.1950 2.4569
H15 0.3692 -1.4451 7.0697
F2 1.7196 0.9568 -3.2191
C18 2.8004 -1.8954 1.1965
F3 4.6148 1.0170 -0.8299
F4 2.6547 2.6556 -1.4585
C19 0.4848 -1.4644 5.9942
H16 0.0357 -3.5534 5.8272
F5 2.1665 0.2001 -0.6920
Fe1 0.1884 -0.0048 -0.0709
H17 3.4184 -1.0267 3.0688
H18 -1.6287 2.9541 3.4698
C20 0.8374 -0.3065 5.3162
C21 -3.3526 1.2408 -2.4572
C22 -0.7497 2.7385 2.8815
H19 -1.1166 4.7948 -1.9838
H20 0.7235 -3.9430 0.9388
F6 4.3507 1.7811 -3.5077
H21 -4.5296 -0.7366 5.1416
H22 -5.7170 -1.1816 3.2593
C23 -1.1067 2.4593 -4.4712
Ge1 -1.7711 2.4089 -2.6084
C24 -2.0701 4.2665 -2.0148
C25 0.3613 3.5622 2.9930
H23 -3.0802 0.2205 -2.7308
H24 0.4274 2.3340 -1.2397
H25 2.2909 1.9199 0.7563
H26 -0.1089 2.8944 -4.4826
H27 2.5049 -2.7550 -0.7664
C26 -5.1896 -0.2307 3.3695
H28 -0.7932 -3.1067 1.3276
C27 1.4825 3.2591 2.2224
H29 -2.5250 4.3005 -1.0244
C28 0.2923 -2.6474 5.2944
H30 -4.7169 -1.6617 1.0524
H31 -2.9597 1.2567 3.6392
H32 6.5403 -2.5957 0.6086
O4 -0.1554 -1.5127 -1.0186
H33 -1.0625 1.4540 -4.8852
H34 1.2941 0.5654 3.4184
C29 3.2158 -2.5024 0.0101
H35 1.2643 4.7669 4.4977
C30 -1.8723 0.7471 1.8458

## Properties
Gap between HOMO and LUMO (spin up / spin down)   0.240 / 0.286 hartree
Energy relative to the best compared isomer or geometry (same formula, charge and spin)   0.0000 eV
LUMO level (spin up / spin down)   -5.015 / -4.256 eV
Charge   +1
Molecular weight   882.8 g/mol
2S+1   5
Maximum force   1.4 eV Å⁻¹
<S²>   6.145



The following is a quantum chemistry calculation of a structure of composition C30H35FeN6O, from OMol25.

Cartesian coordinates (Å):
C1 2.9764 1.7220 -4.4059
C2 -0.7972 -1.6195 -1.8313
C3 2.9605 1.6334 1.9319
C4 -1.7263 2.7871 -2.6959
C5 2.8680 -0.5896 -3.4859
C6 -2.2633 1.9847 5.4727
C7 -1.4758 -2.8377 -1.8813
H1 -3.1489 1.4825 5.8642
H2 -0.2533 4.1628 -1.9061
N1 -3.0214 2.4477 1.9645
N2 1.3762 0.6394 0.7348
H3 -5.1670 3.3376 3.0471
H4 1.3544 -2.0259 0.2139
H5 3.1023 -2.1001 0.4580
C8 0.8115 2.6075 -2.8965
C9 -4.4385 5.1145 -0.1693
H6 1.3226 2.7822 1.0223
H7 -0.0535 -0.8797 -3.7683
H8 -1.6791 -3.4173 -2.7659
Fe1 -0.1792 0.5635 -0.3563
H9 3.6188 2.3011 2.4556
C10 -0.1456 -0.7300 -2.6976
H10 4.3144 -1.6373 -2.2452
H11 -0.5910 0.7421 3.3315
N3 -3.2129 2.6718 3.3011
C11 2.5940 3.0521 -4.4522
C12 -1.9302 1.6583 1.8165
H12 -1.7881 3.2180 -3.6953
C13 2.2106 -0.3115 1.1542
C14 2.3023 0.7976 -3.6133
C15 -1.4415 1.3535 3.0880
H13 2.1043 -1.3563 -3.3295
H14 4.6898 0.0696 -2.5118
H15 -2.2376 2.9959 5.8778
C16 -4.5014 2.3344 0.0458
C17 -4.3990 3.3446 3.8159
C18 -1.8366 -3.1560 -0.5701
H16 3.1378 3.7467 -5.0770
H17 -0.3399 2.6751 -1.0547
H18 -1.5169 -2.0047 1.3124
H19 3.3997 -0.3707 -1.4052
H20 1.2486 4.5405 -3.6980
C19 -5.1757 4.3563 -1.0693
H21 -5.7365 4.8480 -1.8520
H22 -5.7841 2.3876 -1.6666
H23 -2.5370 3.1978 -2.0930
C20 -3.7105 4.4890 0.8322
H24 -1.8891 1.7118 -2.7938
C21 3.8811 -0.6422 -2.3461
C22 -1.3946 -2.1240 0.2474
N4 0.3735 0.3531 -2.1496
N5 -0.7619 -1.1998 -0.5045
H25 3.3531 -0.8558 -4.4250
C23 -3.7611 3.1052 0.9290
H26 -1.3877 1.4476 5.8275
C24 1.1936 1.2602 -2.8980
C25 -5.2030 2.9721 -0.9665
H27 3.8270 1.3882 -4.9862
O1 -1.5478 1.3524 0.6201
H28 -4.5323 1.2591 0.1577
H29 -4.7596 2.7945 4.6812
H30 -2.3703 -4.0302 -0.2402
H31 -3.1133 5.0656 1.5264
H32 -4.4267 6.1925 -0.2483
C26 1.5278 3.4951 -3.6855
N6 3.1733 0.2740 1.8785
C27 -2.2787 1.9994 3.9866
C28 2.1616 -1.7738 0.8990
C29 1.8299 1.8546 1.2276
H33 -4.1670 4.3717 4.0903
H34 3.9443 -0.2195 2.3038
H35 2.0139 -2.3223 1.8298
C30 -0.3648 3.0906 -2.0788

## Properties
Gap between HOMO and LUMO (spin up / spin down)   0.239 / 0.247 hartree
LUMO level (spin up / spin down)   -7.019 / -6.796 eV
Charge   +2
Molecular weight   551.5 g/mol
2S+1   2
Maximum force   0.7 eV Å⁻¹
<S²>   0.965



The following is a quantum chemistry calculation of an isolated molecule of C30H35N3O5, from OMol25.

Cartesian coordinates (Å):
C1 -5.7780 3.1788 -1.0779
H1 -6.8528 3.2426 -0.9009
C2 4.0795 1.1250 -2.1681
H2 -5.2923 4.7478 0.3056
H3 -3.8020 2.9755 -2.7822
C3 -1.0165 0.5415 0.8773
H4 -3.2701 -0.4010 -2.2329
H5 3.8367 -1.8142 1.9279
C4 -0.5130 1.7449 0.3940
C5 2.6390 0.7218 -2.0961
H6 4.3912 1.5754 -1.2273
H7 1.5075 -1.8010 5.4252
H8 -3.6135 5.5593 -1.1403
C6 1.7057 1.1794 -3.0113
H9 0.5516 1.8912 0.3179
C7 2.7523 -3.4527 4.6813
H10 -4.3088 1.2796 0.7429
H11 2.0154 1.8476 -3.8016
N1 0.4399 -1.3052 0.0932
O1 2.1076 -4.3502 -0.7095
H12 2.0626 -4.3511 -3.9612
H13 3.2332 -1.6120 5.7371
C8 1.3105 -3.2898 -0.9660
C9 -3.2467 1.4412 0.6417
C10 0.8773 -0.5053 -0.9916
H14 2.9590 -0.1686 3.8314
H15 4.2446 1.8394 -2.9702
H16 1.8195 -4.0148 4.6742
C11 2.2016 -0.1234 -1.0823
C12 3.7883 -2.0275 2.9952
O2 1.5877 0.8819 2.1573
C13 -3.3161 4.5256 -1.3488
H17 -0.7302 -1.3608 1.7888
H18 -2.8145 -0.5063 1.3737
C14 -2.3400 0.0386 -2.5892
H19 -2.3773 1.1245 -2.4592
H20 -4.0421 4.6369 -3.4005
H21 -2.2613 4.5078 -1.6145
C15 -4.1470 3.9916 -2.5266
H22 4.2719 -4.1389 3.2554
C16 -0.0590 -0.0537 -1.9364
H23 -5.5008 2.1314 -1.2755
H24 0.5837 -2.4049 -2.8338
C17 1.1712 -3.1374 -2.3226
H25 3.4031 -3.9062 5.4285
C18 0.7222 -2.6208 0.2119
C19 -2.3933 0.4172 1.0021
H26 2.8983 -0.4757 -0.3360
C20 1.9384 -4.1627 -2.9147
N2 1.4665 -1.2410 2.9239
C21 -2.7498 2.6510 0.1469
H27 4.7533 -1.7842 3.4415
H28 -2.2107 -0.2003 -3.6506
O3 -1.3264 -0.5297 -1.8000
H29 3.1424 -5.7106 -1.8588
H30 -0.3171 1.1755 -3.6781
C22 1.0635 -0.2131 2.1611
C23 -4.9844 3.7116 0.1215
C24 0.3746 0.7997 -2.9408
H31 1.0639 -2.1565 2.7502
O4 0.5063 -3.2508 1.2422
C25 3.4060 -3.4791 3.2874
C26 2.4867 -4.8624 -1.8812
O5 -5.5232 3.9628 -2.2251
N3 -3.5652 3.7319 -0.1625
H32 2.6919 -3.8311 2.5425
C27 2.6905 -1.2190 3.6948
H33 -0.9250 3.7043 -0.2937
C28 2.5010 -1.9712 5.0139
C29 -0.1333 -0.6092 1.2598
H34 -5.1850 3.1304 1.0195
H35 4.7083 0.2528 -2.3443
C30 -1.3591 2.7757 0.0442

## Properties
Gap between HOMO and LUMO   0.302 hartree
Energy relative to the best compared isomer or geometry (same formula, charge and spin)   2.0585 eV
LUMO level   0.614 eV
SMILES   COc1ccc(C)cc1N(C(=O)c1ccco1)[C@@H](C(=O)NC1CCCC1)c1ccc(N2CCOCC2)cc1
Molecular weight   517.6 g/mol
Maximum force   0.9 eV Å⁻¹